[1]
The following is a quantum chemistry calculation of a structure of composition C6H10, from the OMol25 dataset.

Geometry (Å):
1 C -1.2824 0.5579 -1.0935
2 C -0.1650 0.1004 -0.1688
3 C 1.1537 -0.5413 -0.6151
4 C 1.5396 -0.2877 0.8772
5 C 0.6716 1.0042 0.7441
6 C -0.4737 -0.9520 0.9187
7 H -1.6900 -0.2827 -1.6698
8 H -0.9165 1.3046 -1.8088
9 H -2.1081 1.0120 -0.5309
10 H 1.1215 -1.5709 -0.9908
11 H 1.7855 0.0812 -1.2570
12 H 0.5794 -1.1246 1.4871
13 H 0.1902 1.4166 1.6388
14 H 1.2571 1.7761 0.2342
15 H -0.7235 -1.9497 0.5458
16 H -1.1381 -0.6151 1.7199

Values from the calculation:
E_tot: -234.42910 Ha
E_HOMO: -7.92 eV
orbital gap: 0.32191 Ha
energy above the lowest of the compared OMol25 structures with the same formula, charge and spin: 108.8 kcal/mol

***

[2]
The following is a quantum chemistry calculation of a structure of composition C6H10, from the OMol25 dataset.

Geometry (Å):
1 C 1.5570 1.3848 -0.2321
2 C 1.8240 0.0422 -0.2480
3 C 0.3135 1.0554 0.5742
4 C 0.7384 -0.3090 0.6007
5 C -1.9462 0.0986 -1.2951
6 C -0.0059 -1.4756 1.0736
7 H 2.1429 2.2527 -0.4412
8 H 2.6034 -0.6345 -0.6861
9 H 0.1667 1.7384 1.4313
10 H -0.7316 1.2596 -0.1331
11 H -2.9596 -0.1800 -0.9769
12 H -1.1724 -0.4381 -0.8459
13 H -1.9154 0.5664 -2.2711
14 H 0.6438 -1.8061 1.8949
15 H -0.1242 -2.2169 0.2464
16 H -1.1345 -1.3379 1.3084

Values from the calculation:
E_tot: -234.37485 Ha
E_HOMO (alpha / beta): -8.32 / -7.15 eV
orbital gap (alpha / beta): 0.32045 / 0.26456 Ha
energy above the lowest of the compared OMol25 structures with the same formula, charge and spin: 142.9 kcal/mol

***

[3]
The following is a quantum chemistry calculation of a structure of composition C6H10, from the OMol25 dataset.

Geometry (Å):
1 C -1.4598 0.4679 0.4602
2 C -0.5305 1.0134 -0.5559
3 C 0.9179 0.9761 -0.3778
4 C 1.3819 -0.1675 0.4719
5 C 0.0690 -1.5211 0.0348
6 C -1.0298 -0.6880 -0.3762
7 H -1.1362 0.4685 1.5009
8 H -2.4993 0.7786 0.3627
9 H -0.9398 1.6038 -1.3704
10 H 1.4728 1.0696 -1.3129
11 H 1.3430 1.7715 0.2895
12 H 1.1553 -0.0925 1.5279
13 H 2.4223 -0.4613 0.3288
14 H 0.0128 -2.0358 0.9678
15 H 0.4458 -2.1895 -0.7316
16 H -1.6210 -1.0006 -1.2090

Values from the calculation:
E_tot: -234.51938 Ha
E_HOMO: -8.32 eV
orbital gap: 0.35265 Ha
energy above the lowest of the compared OMol25 structures with the same formula, charge and spin: 52.2 kcal/mol

***

[4]
The following is a quantum chemistry calculation of an isolated molecule of C6H10, from the OMol25 dataset.

Geometry (Å):
1 C -1.8913 0.3064 0.1994
2 C -0.8842 0.4470 1.0627
3 C 0.1992 -0.5753 0.6561
4 C 1.5645 0.0743 0.8476
5 C -0.0938 -0.7199 -0.8622
6 C 0.3357 0.1323 -1.7990
7 H -2.2008 -0.7030 0.3937
8 H -2.4408 1.0272 -0.3907
9 H -0.7245 1.3374 1.6531
10 H 0.1833 -1.5548 1.1588
11 H 1.8825 0.0319 1.8913
12 H 2.2941 -0.4337 0.2107
13 H 1.5323 1.1270 0.5452
14 H -0.7069 -1.5647 -1.1741
15 H 0.9374 1.0081 -1.5572
16 H 0.0132 0.0598 -2.8354

Values from the calculation:
E_tot: -234.46986 Ha
E_HOMO: -7.85 eV
SMILES string: C=CC(C)C=C
orbital gap: 0.32757 Ha
energy above the lowest of the compared OMol25 structures with the same formula, charge and spin: 83.2 kcal/mol

***

[5]
The following is a quantum chemistry calculation of a cluster of 2 separate species, C6H10 in total, from the OMol25 dataset.

Geometry (Å):
1 C -1.7671 -1.2399 -0.5494
2 C -0.9085 -0.1965 -1.2530
3 C 1.5907 0.4067 0.6315
4 C 1.7752 1.6972 -0.0385
5 C 0.9839 -0.1289 1.6167
6 C 0.3375 -0.6407 2.6270
7 H -1.5395 -2.2448 -0.9196
8 H -1.5869 -1.2282 0.5324
9 H -2.8331 -1.0517 -0.7135
10 H -1.1103 -0.1646 -2.3282
11 H -1.1044 0.8043 -0.8492
12 H 0.1533 -0.4304 -1.1284
13 H 0.9090 2.3637 0.0773
14 H 2.6337 2.1691 0.4634
15 H 2.0491 1.5705 -1.0902
16 H 0.4174 -1.6857 2.9216

Values from the calculation:
E_tot: -234.41809 Ha
E_HOMO: -8.16 eV
orbital gap: 0.26033 Ha
energy above the lowest of the compared OMol25 structures with the same formula, charge and spin: 115.7 kcal/mol

***

[6]
The following is a quantum chemistry calculation of a structure of composition C6H10, from the OMol25 dataset.

Geometry (Å):
1 C 0.0752 -1.0296 1.8897
2 C -0.8743 -0.7247 0.7033
3 C -0.1063 -0.3956 -0.6394
4 C -0.3560 0.8845 -1.8256
5 C 1.0491 0.3790 -0.4233
6 C 1.8140 1.2272 0.0092
7 H 0.5259 -2.0279 1.8269
8 H 0.8893 -0.2991 1.9184
9 H -0.4576 -0.9746 2.8492
10 H -1.5629 -1.5771 0.5797
11 H -1.4847 0.1406 0.9635
12 H -0.1316 -1.2467 -1.3221
13 H -0.0179 1.9371 -1.6925
14 H 0.1239 0.5459 -2.7573
15 H -1.4221 0.8910 -1.8905
16 H 1.9359 2.2700 -0.1891

Values from the calculation:
E_tot: -234.45437 Ha
E_HOMO: -8.61 eV
orbital gap: 0.35471 Ha
energy above the lowest of the compared OMol25 structures with the same formula, charge and spin: 93.0 kcal/mol

***

[7]
The following is a quantum chemistry calculation of a structure of composition C6H10, from the OMol25 dataset.

Geometry (Å):
1 C 0.3126 -1.2224 1.4542
2 C 0.6459 -0.5555 0.1281
3 C -0.3340 -0.7461 -1.0682
4 C -0.3889 0.7735 -1.2131
5 C -1.1847 1.4579 -0.1499
6 C 0.5092 0.9766 -0.0396
7 H 0.3308 -2.3154 1.3579
8 H 1.0303 -0.9414 2.2338
9 H -0.6907 -0.9344 1.7865
10 H 1.6655 -0.8214 -0.1809
11 H 0.1003 -1.2688 -1.9247
12 H -1.2946 -1.1988 -0.8061
13 H -0.1737 1.2948 -2.1404
14 H -0.5536 1.2165 0.8481
15 H -1.1164 2.5437 -0.3139
16 H 1.3029 1.7079 0.0402

Values from the calculation:
E_tot: -234.45734 Ha
E_HOMO: -8.07 eV
orbital gap: 0.33729 Ha
energy above the lowest of the compared OMol25 structures with the same formula, charge and spin: 91.1 kcal/mol

***

[8]
The following is a quantum chemistry calculation of an isolated molecule of C6H10, from the OMol25 dataset.

Geometry (Å):
1 C 2.1730 1.2562 -0.0419
2 C 1.1940 1.0412 -0.9128
3 C 0.7387 -0.3229 -1.3288
4 C -0.4943 -0.7029 -0.5358
5 C -0.9142 -0.1357 0.5978
6 C -2.0343 -0.7434 1.4093
7 H 2.3594 2.2501 0.3517
8 H 2.7790 0.4300 0.3307
9 H 0.5536 1.8615 -1.2363
10 H 1.5195 -1.0684 -1.1073
11 H 0.5523 -0.3896 -2.4094
12 H -1.0556 -1.5549 -0.9196
13 H -0.4531 0.7870 0.9631
14 H -1.8585 -0.6314 2.4861
15 H -2.9828 -0.2609 1.1658
16 H -2.0915 -1.8107 1.1841

Values from the calculation:
E_tot: -234.56368 Ha
E_HOMO: -9.17 eV
SMILES string: C=CC/C=C/C
orbital gap: 0.38374 Ha
energy above the lowest of the compared OMol25 structures with the same formula, charge and spin: 24.4 kcal/mol

***

[9]
The following is a quantum chemistry calculation of an isolated molecule of C6H10, from the OMol25 dataset.

Geometry (Å):
1 C 1.9974 1.2681 -0.9902
2 C 1.9829 -0.1275 -0.5853
3 C 0.9379 -0.6421 0.1874
4 C -0.2947 -0.0443 0.3428
5 C -1.6061 -0.6969 0.3710
6 C -2.8371 0.0166 0.7310
7 H 1.6443 1.9043 -0.1444
8 H 1.2469 1.5434 -1.7611
9 H 2.9464 1.7665 -1.2389
10 H 2.7765 -0.8111 -0.8720
11 H 0.9390 -1.6332 0.5857
12 H -0.4957 1.0166 0.4357
13 H -1.5096 -1.6007 -0.2436
14 H -3.2515 0.7966 0.0833
15 H -1.8933 -0.8441 1.5129
16 H -3.6284 -0.5652 1.1724

Values from the calculation:
E_tot: -234.37263 Ha
E_HOMO: -6.55 eV
orbital gap: 0.20962 Ha
energy above the lowest of the compared OMol25 structures with the same formula, charge and spin: 144.3 kcal/mol

***

[10]
The following is a quantum chemistry calculation of a cluster of 2 separate species, C6H10 in total, from the OMol25 dataset.

Geometry (Å):
1 C 0.7672 -0.8274 1.3985
2 C -0.0839 -0.7952 0.3144
3 C -0.9292 -1.8787 0.0302
4 C -1.6578 0.8892 -0.5526
5 C -0.3944 0.5063 -0.3113
6 C 0.7708 1.4432 -0.5432
7 H 2.2956 -0.0248 -0.7517
8 H 1.0054 -1.7236 1.9538
9 H 1.3419 0.0663 1.6082
10 H -1.2000 -1.9173 -1.0207
11 H -0.9058 -2.7144 0.7130
12 H -1.9405 1.8598 -0.9314
13 H -2.4444 0.4116 0.0327
14 H 0.7127 1.7603 -1.5848
15 H 1.7030 0.6639 -0.4821
16 H 0.9592 2.2808 0.1271

Values from the calculation:
E_tot: -234.09470 Ha
E_HOMO (alpha / beta): -12.75 / -14.42 eV
orbital gap (alpha / beta): 0.19252 / 0.28924 Ha
charge: +1
spin multiplicity: 2
energy above the lowest of the compared OMol25 structures with the same formula, charge and spin: 107.4 kcal/mol
⟨S²⟩: 0.86

***

[11]
The following is a quantum chemistry calculation of an isolated molecule of C6H10Br2O2S, from the OMol25 dataset.

Geometry (Å):
1 C 1.8472 1.0459 -0.4620
2 C 0.6517 0.4508 0.1873
3 Br -0.4721 2.0852 0.8152
4 C 0.9345 -0.2577 1.4046
5 S -0.7047 -1.0629 1.8528
6 O -0.6272 -2.4647 2.0827
7 O -1.3145 -0.3161 2.9032
8 C -1.5722 -0.7730 0.2659
9 C -0.3449 -0.3024 -0.7007
10 C -0.9402 0.5151 -1.8482
11 Br 0.5494 -1.9300 -1.3488
12 H 1.5988 1.4536 -1.4896
13 H 2.4249 0.0686 -0.7054
14 H 2.5107 1.7966 -0.1032
15 H 1.6928 -1.1124 1.4669
16 H 1.2177 0.5384 2.0838
17 H -2.5177 -0.0939 0.3810
18 H -1.9518 -1.6135 -0.3382
19 H -0.0909 0.4926 -2.6760
20 H -1.1200 1.5043 -1.4589
21 H -1.7718 -0.0245 -2.3123

Values from the calculation:
E_tot: -5931.25078 Ha
E_HOMO: -10.35 eV
SMILES string: C[C@]1(Br)CS(=O)(=O)C[C@]1(C)Br
orbital gap: 0.38039 Ha
energy above the lowest of the compared OMol25 structures with the same formula, charge and spin: 0.0 kcal/mol

***

[12]
The following is a quantum chemistry calculation of a cluster of 2 separate species, C6H10BrF in total, from the OMol25 dataset.

Geometry (Å):
1 C 1.5438 1.6852 -0.4570
2 C 0.0889 1.6192 0.0724
3 F 0.0338 2.1854 1.2287
4 C -0.8373 0.7881 -0.3113
5 C -1.0663 0.1064 -1.5749
6 Br -2.4689 0.9913 0.6886
7 H 2.1552 0.7011 -0.2670
8 H 2.0115 2.5571 -0.1703
9 H 1.5561 1.7161 -1.5395
10 H -0.3397 -0.6449 -1.7067
11 H -1.1338 0.6941 -2.4916
12 H -2.0431 -0.3472 -1.5731
13 C 0.1572 -2.3706 0.8059
14 C 0.0754 -1.6378 1.9364
15 H -0.1959 -3.3974 0.8011
16 H 0.3484 -1.9003 -0.1312
17 H 0.3084 -0.6067 1.8854
18 H -0.1938 -2.1391 2.8044

Values from the calculation:
E_tot: -2908.40487 Ha
E_HOMO: -9.05 eV
SMILES string: C/C(F)=C(\C)Br.C=C
orbital gap: 0.36099 Ha
energy above the lowest of the compared OMol25 structures with the same formula, charge and spin: 27.8 kcal/mol